No. 1
CH4N2O4S3 | ωB97M-V/def2-TZVPD

Output
E_LUMO: -0.3 eV
ΔE to the lowest compared entry with this formula, charge and spin: 0.0 kJ/mol
total energy: -1645.4224 hartree
frontier orbital gap: 10.8 eV
charge: 0

Last column: Löwdin charge in e.
Cartesian coordinates (Å):
C (3.22, 1.10, -2.22)  -0.551
N (-0.62, -0.51, 1.95)  -0.058
N (0.46, 0.06, -1.96)  -0.157
O (0.65, 1.09, 0.39)  -0.345
O (1.90, -0.21, 2.04)  -0.262
O (-1.35, -0.99, -0.58)  -0.498
O (1.00, -1.35, 0.13)  -0.486
S (3.61, 1.31, -0.77)  0.725
S (0.80, -0.15, 1.13)  0.487
S (-0.03, -1.34, -1.27)  0.995
H (-0.26, -1.41, 2.38)  0.097
H (-1.39, -0.74, 1.26)  0.062
H (0.56, 0.73, -1.23)  -0.022
H (1.09, 0.05, -2.72)  0.013


No. 2
CH4N2ORb | ωB97M-V/def2-TZVPD

Output
E_LUMO: -3.8 eV
ΔE to the lowest compared entry with this formula, charge and spin: 192.3 kJ/mol
total energy: -249.1339 hartree
frontier orbital gap: 10.0 eV
charge: +1

Last column: Löwdin charge in e.
Cartesian coordinates (Å):
Rb (-0.79, 3.64, 0.25)  1.016
C (0.35, 0.01, -0.07)  -0.841
O (0.64, 1.20, 0.20)  -0.148
N (-0.51, -0.36, -0.89)  0.194
N (0.67, -0.91, 0.68)  0.208
H (-0.51, -1.37, -0.93)  0.128
H (-1.35, 0.14, -1.13)  0.142
H (1.22, -0.54, 1.45)  0.157
H (0.30, -1.81, 0.44)  0.143


No. 3
CH4N2OS | ωB97M-V/def2-TZVPD

Output
E_LUMO (alpha / beta): 0.4 / -0.9 eV
ΔE to the lowest compared entry with this formula, charge and spin: 504.3 kJ/mol
total energy: -623.2671 hartree
frontier orbital gap (alpha / beta): 8.8 / 7.6 eV
charge: 0

Last column: Löwdin charge in e.
Cartesian coordinates (Å):
C (-1.73, -1.68, -1.46)  -0.157
N (-1.00, -0.69, -1.12)  -0.594
N (1.67, 1.74, 1.73)  -0.057
O (0.70, 2.06, 0.90)  -0.236
S (0.42, -0.40, -0.49)  0.684
H (-2.71, -1.53, -2.04)  0.089
H (-1.28, -2.69, -1.46)  0.067
H (1.37, 1.74, 2.67)  0.081
H (2.55, 1.44, 1.26)  0.122


No. 4
CH4N2OS | ωB97M-V/def2-TZVPD

Output
E_LUMO: 0.6 eV
ΔE to the lowest compared entry with this formula, charge and spin: 159.0 kJ/mol
total energy: -623.3987 hartree
frontier orbital gap: 8.3 eV
charge: 0

Last column: Löwdin charge in e.
Cartesian coordinates (Å):
C (-0.03, -0.17, 0.11)  -0.663
N (-1.05, -1.11, -0.06)  0.066
N (-0.19, 1.13, -0.10)  0.112
O (2.21, 0.85, 0.19)  -0.687
S (1.69, -0.55, 0.18)  0.848
H (-1.66, -1.14, 0.76)  0.101
H (-0.58, -1.95, -0.37)  0.077
H (-1.08, 1.44, -0.35)  0.099
H (0.70, 1.50, -0.36)  0.048


No. 5
CH4N2OS | ωB97M-V/def2-TZVPD

Output
E_LUMO (alpha / beta): -0.1 / -0.1 eV
ΔE to the lowest compared entry with this formula, charge and spin: 385.8 kJ/mol
total energy: -623.3122 hartree
frontier orbital gap (alpha / beta): 9.0 / 9.0 eV
charge: 0

Last column: Löwdin charge in e.
Cartesian coordinates (Å):
C (-0.53, -0.57, 0.55)  -0.505
N (1.12, -1.02, -0.34)  0.031
N (-1.19, 0.57, 0.15)  0.042
O (-2.05, -1.26, 2.43)  -0.592
S (-0.77, -1.60, 1.81)  0.912
H (1.32, -1.46, 0.53)  -0.063
H (1.68, -0.25, -0.51)  -0.022
H (-1.74, 0.60, -0.70)  0.104
H (-1.34, 1.20, 0.92)  0.092


No. 6
CH4N2OS2 | ωB97M-V/def2-TZVPD

Output
E_LUMO: -0.1 eV
ΔE to the lowest compared entry with this formula, charge and spin: 322.7 kJ/mol
SMILES: O=C(NS)NS
total energy: -1021.5047 hartree
frontier orbital gap: 9.1 eV
charge: 0

Last column: Löwdin charge in e.
Cartesian coordinates (Å):
O (-0.14, -1.41, 1.18)  0.047
C (-0.32, -0.48, 0.44)  -0.861
N (-1.43, 0.08, -0.29)  -0.231
S (-0.74, -0.12, -2.05)  0.581
N (0.84, 0.27, 0.38)  -0.463
S (0.95, 1.98, 0.11)  0.653
H (-1.96, -1.01, -0.42)  0.150
H (0.31, -1.34, -1.98)  0.013
H (1.60, -0.23, 1.02)  0.160
H (0.89, 2.26, 1.61)  -0.048


No. 7
CH4N2OSn | ωB97M-V/def2-TZVPD

Output
E_LUMO: -13.4 eV
ΔE to the lowest compared entry with this formula, charge and spin: 437.5 kJ/mol
total energy: -438.6967 hartree
frontier orbital gap: 2.2 eV
charge: +2

Last column: Löwdin charge in e.
Cartesian coordinates (Å):
Sn (5.33, -1.52, 1.33)  1.590
C (-0.91, 0.36, -0.62)  -0.754
O (-1.48, 0.53, -1.65)  0.203
N (0.14, -0.36, -0.59)  0.203
N (-1.07, 0.88, 0.58)  0.226
H (0.44, -0.81, 0.27)  0.116
H (0.18, -0.93, -1.42)  0.146
H (-1.85, 1.51, 0.70)  0.145
H (-0.78, 0.35, 1.39)  0.125


No. 8
CH4N2P2 | ωB97M-V/def2-TZVPD

Output
E_LUMO: -0.8 eV
ΔE to the lowest compared entry with this formula, charge and spin: 302.7 kJ/mol
SMILES: C=NP[PH]#N
total energy: -832.5696 hartree
frontier orbital gap: 8.4 eV
charge: 0

Last column: Löwdin charge in e.
Cartesian coordinates (Å):
C (-0.43, -1.06, 0.99)  -0.211
N (0.59, -1.18, 0.25)  -0.377
P (0.58, -0.53, -1.35)  0.588
P (-0.11, 1.39, -0.56)  0.470
N (-0.57, 1.59, 0.87)  -0.373
H (-0.12, -1.41, 1.96)  0.071
H (-1.37, -0.71, 0.85)  0.011
H (2.04, -0.33, -1.45)  -0.090
H (-0.62, 2.23, -1.56)  -0.090


No. 9
CH4N2S2 | ωB97M-V/def2-TZVPD

Output
E_LUMO: 0.3 eV
ΔE to the lowest compared entry with this formula, charge and spin: 293.4 kJ/mol
SMILES: S=CNNS
total energy: -946.2748 hartree
frontier orbital gap: 8.9 eV
charge: 0

Last column: Löwdin charge in e.
Cartesian coordinates (Å):
S (0.71, -1.40, -2.38)  0.632
C (0.84, -0.14, -1.40)  -0.737
N (0.10, -0.34, -0.31)  -0.143
N (0.03, 0.55, 1.10)  -0.355
S (-1.57, 0.39, 1.79)  0.718
H (1.45, 0.70, -1.49)  0.049
H (-0.17, -1.27, -0.20)  0.026
H (0.75, 0.08, 1.58)  0.015
H (-2.14, 1.43, 1.32)  -0.205


No. 10
CH4N3 | ωB97M-V/def2-TZVPD

Output
E_LUMO: -6.0 eV
ΔE to the lowest compared entry with this formula, charge and spin: 388.2 kJ/mol
SMILES: CN=[N+]=N
total energy: -204.3579 hartree
frontier orbital gap: 10.9 eV
charge: +1

Last column: Löwdin charge in e.
Cartesian coordinates (Å):
C (0.90, -0.14, 0.03)  0.033
N (-0.49, -0.50, -0.13)  0.176
N (-1.58, -0.09, 0.07)  -0.012
N (-2.74, 0.10, -0.01)  0.308
H (1.30, -0.70, 0.92)  0.140
H (1.14, 0.88, -0.06)  0.094
H (1.37, -0.66, -0.75)  0.083
H (-3.55, 0.32, 0.57)  0.177


No. 11
CH4N3 | ωB97M-V/def2-TZVPD

Output
E_LUMO (alpha / beta): -6.9 / -6.9 eV
ΔE to the lowest compared entry with this formula, charge and spin: 515.2 kJ/mol
total energy: -204.3095 hartree
frontier orbital gap (alpha / beta): 7.7 / 7.7 eV
charge: +1

Last column: Löwdin charge in e.
Cartesian coordinates (Å):
C (-0.83, -1.12, 0.83)  0.309
N (-0.49, 1.07, -0.22)  0.001
N (0.45, 1.52, -0.83)  0.098
N (0.29, -1.65, 0.59)  0.115
H (-1.30, 1.62, -0.09)  0.076
H (0.32, 2.42, -1.24)  0.082
H (0.33, -2.61, 0.25)  0.155
H (1.23, -1.25, 0.72)  0.165


No. 12
CH4N3O2 | ωB97M-V/def2-TZVPD

Output
E_LUMO: 4.2 eV
ΔE to the lowest compared entry with this formula, charge and spin: 456.3 kJ/mol
total energy: -355.0790 hartree
frontier orbital gap: 5.8 eV
charge: -1

Last column: Löwdin charge in e.
Cartesian coordinates (Å):
C (-0.10, 0.99, -1.80)  -0.360
N (1.11, -0.37, 0.81)  0.038
N (-1.03, -0.60, 1.19)  -0.284
N (-0.11, 0.22, 1.01)  -0.037
O (-1.00, -1.84, 1.38)  -0.159
O (1.16, 1.04, -1.68)  -0.374
H (-0.46, 1.88, -2.80)  -0.092
H (1.44, 0.09, 0.00)  -0.003
H (0.99, -1.34, 0.50)  0.068
H (-2.00, -0.07, 1.39)  0.202